14
Properties=species:S:1:pos:R:3:forces:R:3:nbo_charge:R:1 method="wB97M-V/def2-TZVPD" fmax_ev_per_a=2.33 homo_lumo_gap_ev=8.79 total_charge=+1 mol_weight_g_mol=112.12
C -1.376160 -0.485213 -0.703038 1.3 0.6 1.0 0.33
C 0.552705 -1.176618 0.539653 -1.9 0.3 0.6 0.07
C 0.035796 1.099485 0.467091 -1.2 1.1 1.7 0.03
N 1.672816 -0.857833 -0.121306 0.8 -1.5 -0.6 -0.16
N 2.078815 0.232995 -0.449028 0.4 1.3 -0.4 0.11
N -1.038636 0.739945 -0.327525 -1.4 0.8 -1.4 -0.50
N 1.236051 1.292845 -0.103547 1.2 -0.4 -0.4 -0.42
N -0.693331 -1.430193 -0.036775 0.3 0.7 -1.4 -0.52
H -2.076221 -0.594268 -1.534886 -0.2 -0.5 0.8 0.27
H 0.764215 -1.974777 1.213928 0.1 -0.2 0.9 0.24
H -0.222818 2.050434 1.053884 0.3 -1.8 -0.4 0.25
H -1.654361 1.519809 -0.603411 0.3 -0.7 0.0 0.44
H 1.804826 1.907516 0.440538 0.5 1.0 -0.2 0.42
H -1.083700 -2.324129 0.164427 -0.4 -0.7 -0.4 0.45

---

18
Properties=species:S:1:pos:R:3:forces:R:3:nbo_charge:R:1 method="wB97M-V/def2-TZVPD" multiplicity=5 fmax_ev_per_a=7.60 homo_lumo_gap_ev="6.79 / 8.33" total_charge=+3 s2=6.01 mol_weight_g_mol=169.12
H 0.489546 1.419677 -0.048135 2.1 -1.3 2.4 0.13
O -0.690547 0.065249 -0.395420 -1.4 -1.3 0.3 -0.47
O -0.188298 0.282625 1.820617 0.7 0.8 -1.4 -0.38
O 1.252065 -0.826358 0.381960 2.9 -3.1 -0.4 -0.86
C -0.776089 1.274838 -1.005072 -2.2 -2.5 -1.8 0.46
C 0.100908 -0.480797 2.776070 0.8 -0.3 1.0 0.58
C -2.129050 1.790988 -1.269604 0.9 -0.6 0.6 -0.75
C -0.206401 -0.106557 4.139835 -0.5 -0.2 -0.4 -0.75
C 0.428965 0.070820 0.474627 -4.0 6.2 -1.9 0.77
H -0.055325 1.354220 -1.829164 0.8 1.1 0.8 0.27
H 0.664763 -1.394630 2.537474 -0.2 0.2 0.2 0.20
H -2.188917 2.812169 -0.865503 -0.2 0.3 -0.1 0.35
H -2.251665 1.879465 -2.361924 0.2 0.3 0.0 0.34
H -2.910236 1.147379 -0.852916 0.2 0.2 0.3 0.30
H -0.808531 -0.928818 4.566156 0.1 0.1 0.2 0.34
H 0.740586 -0.136073 4.704894 0.0 -0.1 0.0 0.34
H -0.706463 0.860658 4.219049 0.1 -0.2 0.0 0.30
Cr 2.372079 -2.049764 -0.579215 -0.2 0.3 0.2 1.82

---

12
Properties=species:S:1:pos:R:3:forces:R:3:nbo_charge:R:1 method="wB97M-V/def2-TZVPD" fmax_ev_per_a=3.18 homo_lumo_gap_ev="6.08 / 6.09" mol_weight_g_mol=107.54
C -0.963755 -0.933627 0.183373 1.7 2.5 -0.6 0.61
C 0.214168 -1.707404 0.217721 0.9 -1.3 1.8 -0.75
C 0.864634 1.719353 -0.368346 1.7 0.2 -0.2 -0.24
N -2.067500 -0.771550 0.539216 -2.9 1.4 -0.1 -0.38
O -0.386123 1.413819 -0.701152 -2.0 -1.6 0.2 -0.71
Cl -3.055370 0.608277 0.081142 0.3 -1.0 0.5 0.24
H 0.068817 -2.531628 -0.451595 0.4 -0.4 -0.6 0.27
H 1.124950 -1.154839 0.097216 0.3 0.5 -0.8 0.29
H 0.373634 -2.137549 1.249091 -0.6 0.3 -0.8 0.27
H 1.129125 1.364904 0.645580 0.3 0.1 0.1 0.12
H 1.112250 2.822876 -0.381306 -0.6 -0.5 0.1 0.17
H 1.585171 1.307369 -1.110941 0.3 -0.1 0.4 0.12

---

63
Properties=species:S:1:pos:R:3:forces:R:3:nbo_charge:R:1 method="wB97M-V/def2-TZVPD" fmax_ev_per_a=5.87 homo_lumo_gap_ev=6.64 total_charge=-1 mol_weight_g_mol=774.95
C -1.349600 2.610774 -4.519587 -0.6 -0.9 0.1 -0.64
C -2.378713 2.151604 -3.283581 -0.5 -1.0 -1.1 -0.41
C -1.763869 0.918983 -2.393798 0.7 -0.6 -0.7 -0.43
C -0.423452 1.333717 -1.498342 -1.1 0.5 -1.1 -0.23
C -0.461160 2.965052 -1.137279 0.4 0.1 -0.2 -0.67
C -0.217594 0.389512 -0.152886 3.9 0.7 -0.1 -0.02
P -1.364504 0.945439 1.266187 0.4 0.2 0.6 0.85
S -3.109824 1.604502 0.755423 -0.9 0.1 -0.3 -0.69
O 1.111280 0.882256 0.348236 -1.2 0.0 0.4 -0.81
B 2.321141 0.161208 -0.188941 -2.8 -0.1 -1.4 0.83
I 3.854807 -0.396519 1.341036 0.3 -0.5 0.8 -0.26
C 3.159657 1.042561 -1.295582 0.8 1.5 -0.4 -0.83
C 3.255226 2.624837 -0.871314 0.9 0.6 3.0 0.15
N 3.526180 3.061803 0.420563 -1.1 -0.9 -5.7 -0.64
O 1.624480 -1.024574 -0.805425 -1.0 0.4 0.4 -0.81
C 0.210871 -1.184096 -0.321740 2.8 -0.7 -1.3 0.26
C -0.435506 -2.058702 -1.545740 -1.0 0.5 -0.1 -0.43
C -0.132739 -3.661652 -1.527802 -0.1 -0.7 -1.3 -0.42
C 1.449205 -4.067296 -1.824918 0.5 -0.2 0.6 -0.64
C 0.436319 -2.148413 0.982010 -1.6 -1.5 -0.8 -0.10
O 0.618355 -1.476281 2.265138 1.2 -2.8 1.7 -0.53
C 1.047098 -2.350537 3.351169 1.0 -1.3 3.5 0.35
C 1.744189 -3.825838 3.262497 -0.5 1.4 2.8 -0.31
C 2.216226 -4.652962 4.598856 -1.6 3.8 0.7 -0.22
C 2.035579 -4.031270 6.110067 -1.5 2.3 -3.7 -0.28
C 1.317062 -2.563285 6.241519 0.5 -1.0 -4.0 -0.24
C 0.844542 -1.740776 4.896682 1.3 -2.9 -0.1 -0.26
H -0.272926 2.873902 -4.145446 -2.2 -0.2 -0.7 0.21
H -1.215800 1.697876 -5.276242 -0.4 1.9 1.7 0.20
H -1.884324 3.462099 -5.118377 1.3 -1.4 1.2 0.21
H -2.787308 3.058489 -2.667415 1.1 -1.8 -1.1 0.22
H -3.325969 1.699725 -3.853711 1.9 1.0 1.3 0.20
H -2.571141 0.324040 -1.765565 1.6 1.7 -1.2 0.24
H -1.356236 0.123234 -3.186306 -1.0 1.7 1.6 0.19
H 0.478242 1.237064 -2.275609 -1.7 -0.3 2.3 0.24
H 0.220409 3.256086 -0.234094 -1.1 -0.9 -1.7 0.25
H -1.536773 3.362436 -0.909398 2.1 -0.9 -0.5 0.23
H -0.006761 3.528069 -2.083818 -1.1 -1.1 2.1 0.21
H -0.676953 2.045380 1.948873 0.0 -1.3 -0.6 0.02
H -1.581815 -0.071854 2.296084 0.9 0.6 -1.0 0.02
H 2.641541 0.948324 -2.342073 1.0 0.4 1.8 0.21
H 4.249439 0.613853 -1.355829 -2.0 1.0 -0.2 0.25
H 3.105936 3.419052 -1.727294 0.2 -1.5 1.5 0.14
H 3.553024 4.113295 0.364362 -0.1 -1.2 0.0 0.31
H -1.614945 -1.900350 -1.575367 2.4 -0.4 0.2 0.21
H -0.039660 -1.565294 -2.557203 -0.7 -1.2 2.3 0.24
H -0.565087 -4.233979 -0.573054 1.1 1.5 -2.0 0.21
H -0.740516 -4.127243 -2.444548 1.1 1.1 2.0 0.20
H 1.968467 -4.396469 -0.803150 -1.0 0.7 -2.3 0.20
H 1.550794 -4.976638 -2.585939 -0.4 1.9 1.7 0.20
H 2.090487 -3.168128 -2.240303 -1.6 -1.7 0.9 0.25
H 1.347853 -2.863567 0.692656 -2.0 1.9 0.7 0.24
H -0.554481 -2.806830 1.086807 2.0 1.2 -0.1 0.17
H 1.935146 -4.312943 2.216148 -0.4 1.1 2.3 0.23
H 2.732203 -5.693105 4.436587 -1.2 2.3 0.4 0.23
H 2.396995 -4.588516 7.074728 -0.8 1.1 -2.2 0.23
H 1.141312 -2.004633 7.281643 0.5 -1.6 -2.5 0.23
H 0.338811 -0.667325 5.028322 1.3 -2.7 -0.4 0.24
C -5.712996 5.243777 0.651538 -0.1 -0.1 0.3 -0.49
Br -6.025588 3.422370 0.044048 0.1 0.6 0.1 0.11
Br -3.954036 5.446151 1.457553 -0.5 -0.1 -0.3 0.10
Br -6.013211 6.541391 -0.766264 0.1 -0.3 0.3 0.06
H -6.449386 5.450211 1.435209 0.3 -0.1 -0.4 0.22

---

71
Properties=species:S:1:pos:R:3:forces:R:3:lowdin_charge:R:1 method="wB97M-V/def2-TZVPD" fmax_ev_per_a=0.72 homo_lumo_gap_ev="6.27 / 6.27" total_charge=+3 mol_weight_g_mol=903.81
W -0.346666 0.637243 -0.077520 -0.1 0.7 0.1 1.18
Cl -4.894961 -3.864714 3.541682 0.0 0.0 0.0 0.79
C -3.897211 -2.952211 2.494718 0.0 0.0 0.1 -0.64
C -4.061987 -3.054800 1.114167 0.0 0.0 -0.1 -0.02
C -3.268430 -2.316519 0.244728 0.0 0.0 0.1 0.04
C -2.325422 -1.479366 0.792252 0.1 0.1 0.0 -0.27
O -1.540514 -0.691224 -0.020968 -0.2 -0.5 0.0 -0.29
C -2.116176 -1.365078 2.166475 0.0 0.0 0.1 -0.13
C -1.041785 -0.585115 2.714774 0.0 0.0 0.0 0.01
N -0.267316 0.228663 2.065458 0.0 0.0 0.1 -0.01
C 0.884216 0.758303 2.737142 0.0 0.0 0.0 -0.21
C 1.059506 0.869321 4.092897 0.0 0.0 -0.1 0.03
C 2.285367 1.327457 4.614247 0.0 0.0 0.0 -0.01
C 3.315484 1.663775 3.781379 0.0 0.0 0.0 0.03
C 3.141514 1.602846 2.379270 0.0 0.0 0.0 -0.13
C 4.144410 1.972748 1.459368 0.0 0.0 0.0 0.07
C 3.878908 1.946338 0.114251 0.0 0.0 0.0 0.01
C 2.615305 1.556182 -0.320299 0.0 0.0 0.0 -0.10
N 1.643154 1.160434 0.511136 0.2 -0.1 0.0 -0.07
C 1.906451 1.168264 1.866181 0.0 0.0 0.0 -0.17
C -2.915991 -2.127932 3.023191 0.0 0.0 -0.1 -0.01
H -4.813108 -3.725653 0.718422 0.0 0.0 0.0 0.13
H -3.385887 -2.398603 -0.827064 0.0 0.0 0.0 0.14
H -0.834533 -0.759172 3.766451 0.0 0.0 0.0 0.15
H 0.268947 0.612360 4.785454 0.0 0.0 0.0 0.13
H 2.406008 1.395853 5.686467 0.0 0.0 0.0 0.13
H 4.266794 1.991659 4.180119 0.0 0.0 0.0 0.14
H 5.115603 2.284179 1.825370 0.0 0.0 0.0 0.15
H 4.622030 2.225294 -0.618730 0.0 0.0 0.0 0.14
H 2.385436 1.555803 -1.375401 0.0 0.0 0.0 0.06
H -2.772803 -2.080198 4.095230 0.0 0.0 0.0 0.13
I -0.084837 0.763064 -2.709775 0.1 0.0 -0.2 1.31
C -1.245650 2.249272 -3.653706 0.0 0.0 0.0 -0.54
C -0.866471 2.347201 -4.968663 0.0 0.0 0.0 -0.15
C -1.588117 3.155679 -5.857663 0.0 0.0 0.0 -0.02
C -2.691425 3.805964 -5.394457 0.0 0.0 0.0 0.02
C -3.088944 3.716751 -4.039520 0.0 0.0 0.0 -0.13
C -4.250651 4.427774 -3.646558 0.0 0.0 0.0 0.03
C -4.686840 4.403731 -2.359319 0.0 0.0 0.0 -0.01
C -3.949128 3.686783 -1.408263 0.0 0.0 0.0 -0.05
C -2.806108 2.975074 -1.723636 0.1 0.0 0.0 -0.27
P -1.963420 2.384758 -0.238403 -0.2 -0.1 -0.1 0.94
C -0.631283 3.522124 0.179986 0.1 -0.1 0.1 -0.37
C -0.135352 3.589530 1.491098 0.0 0.0 0.0 -0.12
C 0.945058 4.405191 1.781112 0.0 0.0 0.0 -0.04
C 1.546923 5.142475 0.768656 0.0 0.0 0.0 -0.01
C 1.062659 5.081391 -0.536297 0.0 0.0 0.0 -0.03
C -0.023271 4.280053 -0.834493 0.1 0.0 0.0 -0.06
C -3.204408 2.204959 1.048715 0.1 0.1 0.1 -0.38
C -3.331380 3.076127 2.129757 0.0 0.0 0.0 -0.07
C -4.318254 2.847183 3.079385 0.0 0.0 0.0 -0.03
C -5.179424 1.766239 2.947540 0.0 0.0 0.0 -0.03
C -5.070066 0.912407 1.855259 0.0 0.0 0.0 -0.04
C -4.085507 1.129148 0.906428 0.0 0.0 0.0 -0.10
C -2.351548 2.941574 -3.091237 0.0 0.0 0.0 -0.19
H -0.019302 1.788818 -5.348015 0.0 0.0 0.0 0.10
H -1.279536 3.230193 -6.890647 0.0 0.0 0.0 0.13
H -3.290686 4.412062 -6.061563 0.0 0.0 0.0 0.14
H -4.785640 4.991755 -4.400010 0.0 0.0 0.0 0.14
H -5.575200 4.939955 -2.057085 0.0 0.0 0.0 0.13
H -4.298058 3.717110 -0.385424 0.0 0.0 0.0 0.11
H -0.609958 3.027174 2.284380 0.0 0.0 0.0 0.10
H 1.307335 4.481526 2.798343 0.0 0.0 0.0 0.13
H 2.383487 5.789659 0.999212 0.0 0.0 0.0 0.13
H 1.519658 5.680814 -1.312267 0.0 0.0 0.0 0.13
H -0.417769 4.262081 -1.842721 0.0 0.0 0.0 0.11
H -2.702820 3.951856 2.220116 0.0 0.0 0.0 0.11
H -4.429377 3.530539 3.910578 0.0 0.0 0.0 0.12
H -5.954411 1.602119 3.684424 0.0 0.0 0.0 0.13
H -5.764375 0.091075 1.735461 0.0 0.0 0.0 0.12
H -4.028948 0.482675 0.037123 0.0 0.0 0.0 0.11